1.
The following is a DFT calculation (wB97M-V/def2-TZVPD) of a structure of composition C31H47BrCuN2P2.

energy relative to the best compared isomer or geometry (same formula, charge and spin) = 226.7 kJ/mol
HOMO energy (alpha / beta) = -12.3 / -12.3 eV
orbital gap (alpha / beta) = 5.29 / 3.23 eV
E_LUMO (alpha / beta) = -6.97 / -9.03 eV
expectation value of S² = 0.752

```
! wB97M-V def2-TZVPD RIJCOSX def2/J DEFGRID3
* xyz 2 2
N -5.398 2.828 -5.561
C -5.405 3.014 -4.238
C -4.423 2.459 -3.395
C -3.288 1.819 -3.963
C -3.344 1.565 -5.343
C -4.410 2.103 -6.094
C -2.085 1.611 -3.124
Cu -0.595 0.332 -2.763
P 3.207 -0.671 -1.629
C -0.773 2.115 -3.432
C -0.017 2.968 -2.499
C 1.272 3.407 -2.879
C 2.086 4.057 -1.962
C 1.617 4.302 -0.676
C 0.343 3.852 -0.273
C -0.506 3.292 -1.222
Br 2.608 5.351 0.460
H -2.362 1.532 -2.060
H -0.461 2.155 -4.483
H -4.514 2.612 -2.321
H -2.569 0.976 -5.825
H -6.214 3.636 -3.829
H -4.447 1.936 -7.179
H 1.638 3.218 -3.890
H -1.567 3.150 -1.022
H 3.095 4.342 -2.246
H 0.014 3.957 0.764
P -1.356 -1.657 -2.181
C 3.046 1.126 -1.447
C 4.426 1.797 -1.485
H 2.517 1.339 -0.505
H 2.405 1.474 -2.266
H 4.352 2.859 -1.222
H 5.114 1.315 -0.777
H 4.858 1.728 -2.494
C 2.357 -1.231 -3.128
C 3.362 -2.051 -3.969
H 1.979 -0.356 -3.687
H 1.485 -1.842 -2.842
H 2.956 -2.269 -4.967
H 4.300 -1.487 -4.088
H 3.599 -3.003 -3.470
C 2.585 -1.415 -0.095
C 3.694 -1.626 0.943
H 2.155 -2.392 -0.365
H 1.796 -0.764 0.309
H 3.332 -2.263 1.756
H 4.557 -2.120 0.487
H 4.028 -0.677 1.372
C -0.721 -1.909 -0.470
C -0.898 -3.251 0.219
H -1.093 -1.099 0.176
H 0.351 -1.742 -0.596
H -1.945 -3.509 0.414
H -0.450 -4.079 -0.347
H -0.382 -3.219 1.191
C -0.631 -3.093 -3.047
C -0.523 -2.959 -4.563
H -1.249 -3.962 -2.780
H 0.349 -3.282 -2.594
H -1.514 -2.861 -5.024
H 0.082 -2.089 -4.851
H -0.040 -3.861 -4.965
C -3.070 -2.285 -2.071
C -3.924 -1.574 -1.029
H -3.009 -3.368 -1.845
H -3.506 -2.208 -3.079
H -4.985 -1.792 -1.204
H -3.659 -1.919 -0.024
H -3.799 -0.489 -1.081
N -0.937 0.534 1.827
C -0.481 0.229 3.090
C 0.766 0.715 3.543
C 1.209 0.399 4.835
C 0.429 -0.421 5.660
C -0.791 -0.934 5.199
C -1.247 -0.606 3.921
H -0.441 1.220 1.261
H -1.923 0.428 1.618
H 1.363 1.348 2.875
H 2.162 0.802 5.185
H 0.784 -0.661 6.666
H -1.384 -1.582 5.841
H -2.198 -0.993 3.554
*
```


2.
The following is a DFT calculation (wB97M-V/def2-TZVPD) of a cluster of 2 separate species, C2H8N4O in total.

energy relative to the best compared isomer or geometry (same formula, charge and spin) = 610.2 kJ/mol
HOMO energy (alpha / beta) = -20.2 / -20.2 eV
orbital gap (alpha / beta) = 8.35 / 8.35 eV
E_LUMO (alpha / beta) = -11.86 / -11.86 eV

```
! wB97M-V def2-TZVPD RIJCOSX def2/J DEFGRID3
* xyz 2 1
C -1.899 0.205 0.191
C 1.752 -0.791 0.374
N -1.209 1.231 0.367
N -1.760 -1.048 -0.310
N 0.557 1.073 -0.469
N 0.945 -0.137 -0.587
O -3.039 -0.362 0.050
H 2.175 -0.087 1.093
H 1.223 -1.580 0.923
H 2.570 -1.322 -0.134
H -1.581 2.133 0.658
H -1.628 -1.858 0.300
H 0.245 1.584 -1.312
H 1.044 1.663 0.232
H 0.604 -0.702 -1.376
*
```


3.
The following is a DFT calculation (wB97M-V/def2-TZVPD) of a cluster of 21 separate species, H42O21 in total.

energy relative to the best compared isomer or geometry (same formula, charge and spin) = 905.2 kJ/mol
HOMO energy = -9.8 eV
orbital gap = 9.59 eV
E_LUMO = -0.17 eV

```
! wB97M-V def2-TZVPD RIJCOSX def2/J DEFGRID3
* xyz 0 1
O 1.683 2.926 -2.854
H 1.704 2.485 -3.689
H 2.428 2.732 -2.309
O -0.742 -0.032 -4.162
H -0.289 0.721 -3.718
H -1.444 0.384 -4.680
O -0.576 -4.395 -1.289
H -1.206 -3.756 -1.266
H -0.430 -4.582 -2.366
O -2.362 -1.621 3.448
H -2.141 -1.375 2.553
H -3.124 -2.219 3.515
O -2.505 0.521 -1.528
H -2.330 0.064 -2.381
H -3.214 1.119 -1.892
O -1.306 2.822 -2.445
H -1.419 3.659 -2.988
H -0.343 2.823 -2.343
O -2.197 -1.865 -0.858
H -2.460 -0.867 -0.661
H -2.979 -2.322 -0.435
O 2.501 -2.468 0.418
H 1.649 -2.118 0.914
H 2.397 -2.393 -0.481
O 1.805 4.359 -0.668
H 2.397 3.584 -0.337
H 1.339 4.735 0.026
O 2.581 0.967 1.720
H 3.465 0.669 1.601
H 2.018 0.341 2.280
O 4.573 -0.774 1.600
H 4.148 -1.624 1.303
H 5.286 -0.578 1.123
O -2.358 2.964 2.448
H -2.369 3.214 3.358
H -2.430 3.624 1.785
O 1.081 -1.952 -2.312
H 0.756 -1.017 -2.083
H 1.855 -2.049 -2.857
O -1.783 -4.814 1.129
H -1.285 -4.954 1.861
H -1.301 -4.687 0.385
O 0.838 2.795 2.986
H 0.044 2.442 3.360
H 1.650 2.460 3.427
O 0.178 1.887 0.559
H 0.150 2.814 0.602
H 0.972 1.723 1.281
O 0.379 1.051 -1.725
H -0.463 1.119 -1.437
H 0.793 1.478 -0.965
O 0.850 0.631 4.231
H 0.885 1.003 5.206
H 0.348 -0.172 4.323
O -1.720 0.599 1.506
H -1.623 1.374 0.901
H -2.190 0.958 2.230
O 0.182 -1.346 0.976
H -0.413 -2.188 0.948
H -0.562 -0.729 1.301
O -0.698 -3.627 -3.633
H -0.937 -2.762 -3.282
H 0.267 -3.761 -3.659
*
```


4.
The following is a DFT calculation (wB97M-V/def2-TZVPD) of an isolated molecule of C4H7NOS.

energy relative to the best compared isomer or geometry (same formula, charge and spin) = 279.8 kJ/mol
HOMO energy = -9.1 eV
orbital gap = 9.60 eV
E_LUMO = 0.48 eV

```
! wB97M-V def2-TZVPD RIJCOSX def2/J DEFGRID3
* xyz 0 1
C 1.306 -0.637 1.291
C 0.578 0.571 0.780
C -0.252 0.280 -0.511
C -1.770 0.470 -0.649
N 1.061 -1.737 0.705
O 1.518 -1.425 -1.903
S 0.250 -1.531 -0.795
H 1.817 -0.582 2.191
H 0.091 0.940 1.704
H 1.347 1.375 0.682
H 0.340 0.850 -1.279
H -2.281 -0.490 -0.306
H -1.894 0.474 -1.703
H -2.111 1.442 -0.207
*
```


5.
The following is a DFT calculation (wB97M-V/def2-TZVPD) of a structure of composition C15H12BeF5N5O3S.

energy relative to the best compared isomer or geometry (same formula, charge and spin) = 38.8 kJ/mol
HOMO energy = -1.0 eV
orbital gap = 6.01 eV
E_LUMO = 4.99 eV

```
! wB97M-V def2-TZVPD RIJCOSX def2/J DEFGRID3
* xyz -2 1
Be 0.059 0.001 -0.206
N -2.470 -3.842 -0.964
C -1.359 -3.111 -0.558
S -0.830 -3.319 1.070
N -0.828 -2.424 -1.533
N 0.171 -1.521 -1.168
C 1.242 -1.646 -1.858
C 2.461 -0.879 -1.658
C 3.556 -1.114 -2.485
C 4.782 -0.511 -2.264
C 4.911 0.335 -1.157
C 3.847 0.578 -0.315
C 2.576 0.002 -0.553
O 1.583 0.261 0.221
H -2.639 -4.683 -0.441
H -2.624 -3.854 -1.958
H 1.250 -2.430 -2.616
H 3.430 -1.797 -3.321
H 5.620 -0.697 -2.925
H 5.866 0.812 -0.956
H 3.937 1.234 0.541
F 0.137 1.006 -2.835
C -0.211 1.397 -1.528
F 0.719 2.410 -1.238
C -1.493 2.205 -1.768
F -1.318 3.283 -2.576
F -2.456 1.478 -2.344
F -1.991 2.701 -0.614
C -1.353 1.884 4.405
N -1.739 1.221 3.184
C -3.055 1.057 2.860
C -3.420 0.481 1.715
C -2.383 0.082 0.759
O -2.679 -0.380 -0.332
N -1.059 0.258 1.117
C -0.699 0.763 2.330
O 0.438 0.870 2.753
H -2.193 1.856 5.101
H -1.070 2.927 4.230
H -0.495 1.375 4.840
H -3.767 1.409 3.599
H -4.452 0.326 1.447
*
```


6.
The following is a DFT calculation (wB97M-V/def2-TZVPD) of a cluster of 7 separate species, H14O7 in total.

energy relative to the best compared isomer or geometry (same formula, charge and spin) = 471.7 kJ/mol
HOMO energy = -9.0 eV
orbital gap = 8.91 eV
SMILES string = O.O.O.O.O.O.O
E_LUMO = -0.12 eV

```
! wB97M-V def2-TZVPD RIJCOSX def2/J DEFGRID3
* xyz 0 1
O 0.761 0.583 -1.039
H 0.209 -0.127 -1.386
H 0.274 1.386 -1.254
O -3.167 -2.134 1.413
H -2.753 -1.379 0.979
H -2.444 -2.758 1.538
O -1.336 -1.883 -1.498
H -0.898 -2.433 -0.839
H -2.102 -1.526 -1.034
O 3.719 0.716 0.404
H 4.610 1.074 0.322
H 3.647 0.478 1.335
O -3.742 3.284 -0.183
H -2.893 3.339 0.268
H -3.853 2.343 -0.362
O 1.095 0.940 1.117
H 1.753 1.224 0.472
H 1.165 -0.021 1.115
O 1.728 -0.808 -0.260
H 1.953 -1.729 -0.090
H 2.273 -0.569 -1.019
*
```


7.
The following is a DFT calculation (wB97M-V/def2-TZVPD) of a structure of composition C40H32CrF6N4O8P2S2.

energy relative to the best compared isomer or geometry (same formula, charge and spin) = 0.0 kJ/mol
HOMO energy (alpha / beta) = -10.6 / -10.6 eV
orbital gap (alpha / beta) = 7.22 / 7.02 eV
E_LUMO (alpha / beta) = -3.35 / -3.53 eV
expectation value of S² = 3.770

```
! wB97M-V def2-TZVPD RIJCOSX def2/J DEFGRID3
* xyz 1 4
Cr 0.086 0.066 -0.082
O -2.116 -3.530 3.312
C -2.624 -2.345 3.683
C -3.577 -2.362 4.705
C -4.145 -1.188 5.146
C -3.787 0.041 4.586
C -2.859 0.063 3.572
C -2.260 -1.118 3.102
C -1.288 -1.018 2.012
O -1.094 0.140 1.472
N -0.630 -2.110 1.643
N 0.208 -1.787 0.621
C 1.004 -2.599 0.047
C 1.798 -2.024 -1.057
C 2.746 -2.747 -1.754
C 3.443 -2.111 -2.774
C 3.176 -0.786 -3.054
C 2.207 -0.122 -2.312
N 1.535 -0.727 -1.342
H -1.440 -3.375 2.619
H -3.848 -3.316 5.132
H -4.879 -1.224 5.939
H -4.238 0.957 4.939
H -2.576 0.995 3.106
H 1.077 -3.641 0.346
H 2.928 -3.782 -1.506
H 4.183 -2.655 -3.344
H 3.692 -0.263 -3.846
H 1.950 0.907 -2.501
F -5.004 -0.904 -2.117
C -3.917 -1.262 -1.457
F -3.502 -2.442 -1.888
F -4.190 -1.348 -0.157
S -2.601 0.016 -1.671
O -1.372 -0.730 -1.231
O -2.951 1.123 -0.838
N -2.680 0.220 -3.195
S -1.544 0.794 -4.143
O -1.712 0.257 -5.448
O -0.239 0.824 -3.529
C -2.036 2.564 -4.267
F -1.185 3.199 -5.078
F -1.982 3.154 -3.070
F -3.263 2.689 -4.743
O -0.065 1.917 -0.649
P 0.057 3.315 -0.078
C 0.781 3.160 1.573
P 2.059 1.895 1.717
O 1.551 0.598 1.123
C 3.518 2.467 0.873
C 4.213 1.558 0.077
C 5.362 1.964 -0.586
C 5.813 3.269 -0.455
C 5.124 4.175 0.341
C 3.978 3.776 1.006
C 2.379 1.706 3.455
C 1.341 1.199 4.245
C 1.543 0.997 5.597
C 2.776 1.299 6.165
C 3.808 1.793 5.384
C 3.615 1.995 4.025
C -1.513 4.110 0.152
C -2.480 3.415 0.885
C -3.724 3.982 1.083
C -4.006 5.237 0.558
C -3.051 5.927 -0.172
C -1.800 5.365 -0.381
C 1.108 4.312 -1.107
C 1.343 3.871 -2.407
C 2.134 4.635 -3.254
C 2.682 5.826 -2.804
C 2.441 6.270 -1.509
C 1.652 5.515 -0.658
H -0.036 2.822 2.223
H 1.127 4.121 1.956
H 3.852 0.541 -0.020
H 5.903 1.262 -1.205
H 6.705 3.584 -0.977
H 5.480 5.191 0.440
H 3.450 4.489 1.626
H 0.388 0.936 3.799
H 0.745 0.599 6.208
H 2.931 1.140 7.223
H 4.767 2.016 5.830
H 4.426 2.372 3.417
H -2.277 2.419 1.255
H -4.482 3.438 1.630
H -4.983 5.674 0.710
H -3.282 6.896 -0.590
H -1.068 5.892 -0.974
H 0.886 2.955 -2.757
H 2.308 4.304 -4.268
H 3.295 6.420 -3.468
H 2.860 7.206 -1.169
H 1.455 5.875 0.344
*
```


8.
The following is a DFT calculation (wB97M-V/def2-TZVPD) of a structure of composition C7H31BO21Y.

energy relative to the best compared isomer or geometry (same formula, charge and spin) = 1321.1 kJ/mol
HOMO energy = -11.3 eV
orbital gap = 1.56 eV
E_LUMO = -9.71 eV

```
! wB97M-V def2-TZVPD RIJCOSX def2/J DEFGRID3
* xyz 1 1
Y -2.061 -7.245 13.002
O -11.405 -8.857 19.122
C -11.072 -9.603 18.236
O -11.683 -10.722 17.777
B -10.977 -11.160 16.532
O -9.679 -10.419 16.554
C -9.852 -9.333 17.283
O -9.044 -8.402 17.339
O -11.684 -10.784 15.269
C -12.058 -11.869 14.635
O -12.741 -11.957 13.602
C -11.394 -13.025 15.326
O -10.828 -12.585 16.417
O -11.447 -14.194 14.965
C -6.337 -9.928 7.390
C -6.577 -9.923 8.915
C -7.596 -10.973 9.308
O -5.366 -9.964 9.659
H -7.272 -9.718 6.870
H -5.886 -10.848 7.019
H -5.735 -9.075 7.076
H -7.115 -8.986 9.058
H -7.696 -11.206 10.368
H -7.420 -11.937 8.832
H -8.580 -10.638 8.981
O -2.191 -4.655 8.834
H -1.843 -3.765 8.894
H -2.111 -4.882 7.908
O -7.164 -3.170 7.443
H -6.311 -3.509 7.713
H -7.650 -3.062 8.260
O -5.657 -4.622 13.374
H -6.441 -4.462 12.849
H -5.661 -3.924 14.029
O -1.387 -6.002 4.271
H -0.773 -6.736 4.259
H -1.896 -6.102 3.467
O -11.373 -6.324 5.322
H -10.477 -6.171 5.623
H -11.407 -7.262 5.135
O -2.761 -11.303 15.157
H -3.233 -12.034 14.760
H -2.278 -11.695 15.885
O -0.534 -12.492 8.247
H -1.284 -11.929 8.441
H -0.125 -12.649 9.098
O -7.460 -17.589 6.844
H -6.778 -17.205 7.394
H -7.844 -18.280 7.384
O -14.954 -7.894 10.243
H -14.577 -8.757 10.413
H -15.063 -7.505 11.110
O -4.271 -16.160 10.422
H -4.575 -15.333 10.797
H -4.158 -16.738 11.177
O -12.413 -11.015 4.726
H -12.679 -11.507 5.503
H -11.932 -11.649 4.194
O -8.294 -10.792 0.406
H -8.236 -11.095 -0.500
H -8.525 -11.575 0.907
*
```


9.
The following is a DFT calculation (wB97M-V/def2-TZVPD) of an isolated molecule of C4H4FN.

energy relative to the best compared isomer or geometry (same formula, charge and spin) = 42.8 kJ/mol
HOMO energy = -9.9 eV
orbital gap = 10.50 eV
SMILES string = C/C(F)=C\C#N
E_LUMO = 0.65 eV

```
! wB97M-V def2-TZVPD RIJCOSX def2/J DEFGRID3
* xyz 0 1
C -0.654 1.382 0.008
C -0.788 -0.080 -0.006
F -2.038 -0.526 -0.013
C 0.291 -0.953 0.026
C 1.552 -0.367 -0.018
N 2.518 0.250 -0.003
H 0.389 1.641 0.054
H -1.194 1.674 0.913
H -1.139 1.814 -0.895
H 0.248 -2.041 0.003
*
```


10.
The following is a DFT calculation (wB97M-V/def2-TZVPD) of a structure of composition C16H35AgN3O3P2.

HOMO energy (alpha / beta) = -13.2 / -13.2 eV
orbital gap (alpha / beta) = 3.88 / 3.85 eV
E_LUMO (alpha / beta) = -9.33 / -9.35 eV
expectation value of S² = 0.753

```
! wB97M-V def2-TZVPD RIJCOSX def2/J DEFGRID3
* xyz 2 2
C -2.875 2.494 -3.591
C -2.458 1.309 -2.947
C -0.989 0.952 -2.472
C -0.669 1.361 -0.915
C -1.901 2.029 -0.151
O -2.034 3.410 -0.654
C -1.473 4.309 0.301
C 0.090 4.532 0.510
O -2.262 4.977 1.007
O 0.126 0.371 -0.286
C -0.359 -0.677 0.510
C -1.263 -1.831 -0.106
N -2.387 -1.447 -0.992
C -0.936 -0.285 1.997
C -2.530 -0.363 2.123
C -2.941 0.663 3.322
C 1.051 -1.448 0.905
N 1.866 -0.623 1.855
P 0.859 -3.156 1.666
N 2.329 -3.745 1.950
P 2.062 -1.438 -0.748
C 2.038 -3.127 -1.581
C 3.874 -1.016 -0.296
C 4.905 -1.229 -1.513
H -3.974 2.796 -3.454
H -2.199 3.138 -4.246
H -3.267 0.503 -2.783
H -0.240 1.465 -3.188
H -0.829 -0.179 -2.648
H 0.045 2.263 -1.076
H -2.915 1.546 -0.284
H -1.715 2.156 0.978
H 0.692 3.553 0.531
H 0.543 5.191 -0.319
H 0.218 5.001 1.552
H -0.566 -2.514 -0.734
H -1.723 -2.548 0.681
H -2.705 -0.479 -0.880
H -3.213 -2.021 -0.731
H -0.501 -0.933 2.824
H -0.541 0.781 2.194
H -2.902 -1.408 2.429
H -3.110 -0.054 1.196
H -2.462 0.339 4.320
H -2.475 1.696 3.092
H -4.078 0.727 3.388
H 2.674 -1.150 2.210
H 2.125 0.280 1.441
H 0.146 -4.079 0.821
H 0.141 -3.055 2.897
H 2.487 -4.632 1.452
H 2.813 -3.080 -2.439
H 2.418 -3.926 -0.860
H 1.046 -3.393 -2.089
H 4.175 -1.626 0.625
H 3.908 0.107 -0.025
H 4.516 -0.828 -2.506
H 5.867 -0.618 -1.244
H 5.241 -2.323 -1.554
Ag 6.234 1.283 -1.464
*
```


Taking the records one at a time from the top gives max |F| values of 2.46 2.12 6.28 5.71 0.33 7.00 0.72 4.63 3.15 4.75 eV/A.